Entry 1:
A 2-piece molecular cluster, C2H4NO2 overall at a distorted geometry, computed with the ωB97M-V functional and the def2-TZVPD basis.

```
9
Properties=species:S:1:pos:R:3
C 0.77206 -0.64081 0.34910
C 1.53359 0.24828 -0.36959
N -2.41513 0.78603 0.21673
O -3.19829 -0.09671 -0.21073
O 2.19236 1.22007 0.05958
H 0.70120 -0.56821 1.42150
H 0.28373 -1.47044 -0.13367
H 1.54195 0.05405 -1.47383
H -1.41147 0.46774 0.14090
```

Results
Energy in eV: -7721.128
Gap between HOMO and LUMO (alpha / beta) in eV: 5.50 / 5.50
Relative energy (zero: lowest compared OMol25 entry of this formula, charge and spin) in eV: 4.484
Molecular weight in g mol⁻¹: 74.1
LUMO (alpha / beta) in eV: 2.98 / 2.98
HOMO (alpha / beta) in hartree: -0.093 / -0.093
Net charge: -1

Atomic partial charges in e from the natural (NBO) method, atoms 1 to 6:
1 C -0.829
2 C 0.259
3 N -0.052
4 O -0.308
5 O -0.784
6 H 0.171

=====

Entry 2:
The molecule C10H11F6NO2 at a distorted geometry, computed with the ωB97M-V functional and the def2-TZVPD basis.

```
30
Properties=species:S:1:pos:R:3
O 2.76374 -0.42691 -1.58169
N 2.47625 -0.28479 -0.17339
C 1.25290 -0.08411 0.29093
C 1.23892 0.17640 1.72392
C 1.19899 1.68591 1.88208
C -0.23843 1.95666 1.45683
C -0.77945 0.59525 0.92400
C -0.21300 -0.28988 2.07295
C -0.04180 0.26636 -0.40259
C -0.72312 -0.70128 -1.45268
O 0.28871 -0.85228 -2.51573
C -1.99567 -0.25874 -2.25280
F -1.90532 1.08213 -2.59381
F -3.03636 -0.46848 -1.45750
F -2.21804 -0.98826 -3.45061
C -0.98062 -2.21060 -0.87730
F -1.29632 -3.02452 -1.79467
F -2.07381 -2.36464 -0.10683
F 0.04396 -2.70101 -0.18519
H 3.42367 0.26897 -1.88854
H 2.05897 -0.28539 2.35003
H 1.90082 2.24680 1.29637
H 1.18649 1.88979 2.92675
H -0.83929 2.33135 2.28876
H -0.28546 2.71847 0.76829
H -1.82198 0.56675 0.66783
H -0.20550 -1.39996 1.86286
H -0.32930 0.01046 3.09044
H 0.01770 1.23716 -0.87665
H 1.13233 -0.69161 -1.99208
```

Results
Energy in eV: -32435.254
Gap between HOMO and LUMO in eV: 10.63
Structure (SMILES): O/N=C1/[C@H]2CC[C@H](C2)[C@@H]1C(O)(C(F)(F)F)C(F)(F)F
Relative energy (zero: lowest compared OMol25 entry of this formula, charge and spin) in eV: 0.183
Molecular weight in g mol⁻¹: 291.2
LUMO in eV: 0.55
HOMO in hartree: -0.371

Atomic partial charges in e from the natural (NBO) method, atoms 1 to 6:
1 O -0.620
2 N -0.130
3 C 0.264
4 C -0.253
5 C -0.410
6 C -0.401

=====

Look up the molecular weight of the second one.
291.2 g mol⁻¹

=====

The lowest molecular weight belongs to which entry?
C2H4NO2

=====

Copy entry 1 word for word.
A 2-piece molecular cluster, C2H4NO2 overall at a distorted geometry, computed with the ωB97M-V functional and the def2-TZVPD basis.

```
9
Properties=species:S:1:pos:R:3
C 0.77206 -0.64081 0.34910
C 1.53359 0.24828 -0.36959
N -2.41513 0.78603 0.21673
O -3.19829 -0.09671 -0.21073
O 2.19236 1.22007 0.05958
H 0.70120 -0.56821 1.42150
H 0.28373 -1.47044 -0.13367
H 1.54195 0.05405 -1.47383
H -1.41147 0.46774 0.14090
```

Results
Energy in eV: -7721.128
Gap between HOMO and LUMO (alpha / beta) in eV: 5.50 / 5.50
Relative energy (zero: lowest compared OMol25 entry of this formula, charge and spin) in eV: 4.484
Molecular weight in g mol⁻¹: 74.1
LUMO (alpha / beta) in eV: 2.98 / 2.98
HOMO (alpha / beta) in hartree: -0.093 / -0.093
Net charge: -1

Atomic partial charges in e from the natural (NBO) method, atoms 1 to 6:
1 C -0.829
2 C 0.259
3 N -0.052
4 O -0.308
5 O -0.784
6 H 0.171